1.
Here is C22H50Br4N6O6 as an isolated structure in a non-equilibrium geometry from the OMol25 dataset. Energies are from wB97M-V/def2-TZVPD.

```
! wB97M-V def2-TZVPD RIJCOSX def2/J DEFGRID3
* xyz 0 1
Br -3.31 -2.03 -3.23
C -1.62 -2.15 -2.22
C -0.93 -3.45 -2.53
Br -0.15 -3.43 -4.32
H -1.95 -2.10 -1.19
H -1.01 -1.30 -2.50
H -1.59 -4.30 -2.53
H -0.15 -3.68 -1.81
Br -5.89 1.63 0.76
C -4.75 0.65 -0.46
C -3.46 0.19 0.19
Br -3.75 -0.96 1.79
H -4.48 1.28 -1.31
H -5.30 -0.20 -0.86
H -2.89 1.04 0.56
H -2.83 -0.35 -0.52
C -2.10 -4.48 1.02
O -1.25 -4.56 0.16
N -1.88 -4.49 2.35
C -2.92 -4.09 3.25
C -0.60 -4.81 2.91
H -3.15 -4.25 0.78
H -2.99 -4.71 4.15
H -3.88 -4.12 2.74
H -2.75 -3.10 3.70
H -0.61 -5.67 3.59
H 0.19 -4.95 2.17
H -0.24 -3.96 3.51
C 0.38 -0.07 -1.09
O -0.36 0.90 -1.13
N 0.53 -0.88 -0.02
C 1.51 -1.93 0.03
C -0.31 -0.73 1.15
H 1.05 -0.40 -1.91
H 2.15 -1.77 0.91
H 2.09 -1.99 -0.89
H 1.02 -2.90 0.17
H 0.30 -0.57 2.05
H -0.99 0.11 1.19
H -0.86 -1.65 1.35
C -0.50 2.62 -2.39
O -1.39 3.42 -2.21
N 0.61 2.86 -3.12
C 1.69 1.90 -3.10
C 0.92 4.21 -3.56
H -0.52 1.60 -1.99
H 2.55 2.22 -2.51
H 2.14 1.71 -4.08
H 1.34 0.92 -2.78
H 1.46 4.15 -4.50
H -0.01 4.77 -3.63
H 1.50 4.75 -2.81
C -2.08 5.76 2.45
O -2.80 6.44 3.15
N -2.40 4.59 1.89
C -1.42 3.74 1.21
C -3.69 3.95 2.07
H -1.03 6.06 2.28
H -0.41 4.09 1.39
H -1.65 3.68 0.14
H -1.46 2.70 1.54
H -4.21 4.46 2.88
H -4.33 4.07 1.19
H -3.49 2.90 2.26
C 3.24 -0.57 -3.36
O 2.56 -0.29 -2.39
N 4.05 0.28 -4.02
C 4.90 -0.16 -5.11
C 4.11 1.69 -3.72
H 3.31 -1.60 -3.75
H 4.93 -1.25 -5.15
H 5.93 0.18 -4.98
H 4.52 0.14 -6.09
H 3.40 2.00 -2.96
H 5.10 1.91 -3.30
H 3.93 2.27 -4.62
C 2.51 0.92 4.26
O 1.60 1.67 4.55
N 2.43 -0.43 4.28
C 3.57 -1.31 4.04
C 1.20 -1.13 4.59
H 3.50 1.24 3.88
H 3.17 -2.22 3.58
H 3.98 -1.60 5.01
H 4.31 -0.87 3.38
H 0.90 -1.75 3.75
H 1.35 -1.88 5.39
H 0.41 -0.55 5.05
*
```

As for the relative energy (zero: lowest compared OMol25 entry of this formula, charge and spin): 6.993 eV. The LUMO energy comes out at 0.09 eV. For the HOMO energy, the calculation gives -7.0 eV.

---

2.
Here is C34H34Cl2N5O2S2Ti as an isolated structure in a non-equilibrium geometry from the OMol25 dataset. Energies are from wB97M-V/def2-TZVPD.

```
! wB97M-V def2-TZVPD RIJCOSX def2/J DEFGRID3
* xyz -1 3
Ti 0.24 -0.10 0.08
C 1.57 2.68 -0.07
N 0.41 2.08 0.63
C -0.86 2.63 0.10
C -2.03 1.70 0.42
N -1.92 0.44 -0.35
C -2.77 -0.61 0.26
C -2.36 0.65 -1.73
C -3.71 0.77 -2.02
C -4.17 0.92 -3.32
C -3.25 0.95 -4.36
C -1.90 0.87 -4.08
C -1.41 0.76 -2.76
S 0.29 0.83 -2.47
C 0.53 2.37 2.05
C 0.94 3.63 2.49
C 1.10 3.91 3.84
C 0.83 2.93 4.78
C 0.39 1.68 4.36
C 0.22 1.38 3.00
S -0.37 -0.18 2.52
H 1.49 3.77 -0.12
H 1.63 2.30 -1.08
H 2.48 2.40 0.46
H -0.77 2.73 -0.99
H -1.05 3.62 0.52
H -2.98 2.21 0.19
H -2.01 1.46 1.48
H -3.76 -0.22 0.53
H -2.31 -0.99 1.16
H -2.90 -1.42 -0.45
H -4.44 0.72 -1.22
H -5.23 1.01 -3.51
H -3.59 1.03 -5.38
H -1.17 0.92 -4.88
H 1.16 4.41 1.77
H 1.43 4.90 4.14
H 0.96 3.13 5.83
H 0.17 0.91 5.08
C 2.18 -3.15 -3.83
N 1.27 -2.92 -2.74
C 0.10 -3.60 -2.47
C -0.51 -2.91 -1.46
N 0.24 -1.80 -1.14
C 1.30 -1.85 -1.92
H 2.05 -4.16 -4.21
H 3.21 -3.03 -3.49
H 1.99 -2.44 -4.64
H -0.16 -4.50 -2.99
H -1.43 -3.13 -0.95
H 2.12 -1.15 -1.90
Cl 1.54 -5.44 1.66
C 2.80 -5.12 0.52
C 2.52 -5.43 -0.80
C 3.47 -5.28 -1.79
C 4.72 -4.78 -1.46
C 4.99 -4.46 -0.14
Cl 6.57 -3.83 0.24
C 4.06 -4.62 0.91
N 4.48 -4.35 2.20
C 3.66 -3.77 3.23
C 3.37 -4.54 4.36
C 2.61 -4.02 5.39
C 2.14 -2.72 5.30
C 2.45 -1.95 4.20
C 3.22 -2.45 3.15
C 3.48 -1.57 1.96
C 2.20 -1.28 1.16
O 2.19 -0.20 0.49
O 1.25 -2.07 1.19
H 1.53 -5.82 -1.03
H 3.25 -5.54 -2.81
H 5.49 -4.64 -2.20
H 5.41 -3.99 2.21
H 3.73 -5.56 4.39
H 2.36 -4.64 6.24
H 1.53 -2.31 6.09
H 2.07 -0.93 4.12
H 4.21 -2.00 1.27
H 3.86 -0.60 2.29
*
```

As for the relative energy (zero: lowest compared OMol25 entry of this formula, charge and spin): 1.145 eV. The LUMO energy (spin up / spin down) comes out at 2.38 / 2.38 eV. For the HOMO energy (spin up / spin down), the calculation gives -1.9 / -3.9 eV.

---

3.
Here is C6H9O4Tl as an isolated structure in a non-equilibrium geometry from the OMol25 dataset. Energies are from wB97M-V/def2-TZVPD.

```
! wB97M-V def2-TZVPD RIJCOSX def2/J DEFGRID3
* xyz 0 1
O 1.11 -1.27 -0.06
C 1.47 -0.65 -1.23
C 2.67 -0.13 -1.46
H 0.67 -0.64 -1.98
H 2.88 0.31 -2.44
H 3.46 -0.16 -0.71
O -2.16 0.12 0.22
C -0.94 0.69 0.35
O -1.02 1.91 0.55
Tl 1.15 2.12 -0.23
O 1.58 0.50 1.30
C 0.83 -0.47 1.08
H 0.51 -1.16 1.87
C -2.30 -1.10 -0.53
H -3.18 -0.95 -1.17
H -1.42 -1.23 -1.17
C -2.51 -2.27 0.40
H -1.72 -2.30 1.17
H -3.48 -2.20 0.91
H -2.47 -3.21 -0.17
*
```

As for the relative energy (zero: lowest compared OMol25 entry of this formula, charge and spin): 1.723 eV. The LUMO energy comes out at 0.20 eV. For the HOMO energy, the calculation gives -8.4 eV.

---

4.
Here is C17H28CaN8SSe3Te as an isolated structure in a non-equilibrium geometry from the OMol25 dataset. Energies are from wB97M-V/def2-TZVPD.

```
! wB97M-V def2-TZVPD RIJCOSX def2/J DEFGRID3
* xyz -1 2
Ca -0.17 -0.23 0.15
C 1.84 1.68 -1.69
C 0.47 2.25 -1.99
N -0.62 1.29 -1.85
C -1.89 1.95 -1.61
C -1.99 2.46 -0.20
C -2.77 3.55 0.16
C -2.78 3.95 1.48
C -2.00 3.29 2.42
C -1.26 2.20 2.00
C -0.40 1.38 2.95
N 0.73 0.71 2.33
C 1.94 1.48 2.11
C 2.03 2.11 0.73
N 1.92 1.13 -0.34
N -1.27 1.82 0.72
H 2.59 2.48 -1.84
H 2.04 0.86 -2.37
H 0.50 2.69 -3.00
H 0.26 3.08 -1.31
H -0.69 0.66 -2.65
H -2.69 1.21 -1.75
H -2.07 2.78 -2.31
H -3.35 4.06 -0.60
H -3.38 4.80 1.78
H -1.97 3.61 3.45
H -1.05 0.60 3.36
H -0.08 2.05 3.77
H 0.93 -0.16 2.82
H 2.79 0.80 2.25
H 2.04 2.28 2.86
H 2.96 2.69 0.65
H 1.21 2.82 0.61
H 2.69 0.46 -0.28
Se 1.45 -1.68 -3.21
Se -0.37 -2.47 -1.87
Te -2.48 -1.53 -3.03
Se -3.77 -0.99 -0.98
C 3.54 -6.12 2.54
C 4.64 -5.54 1.65
C 5.72 -4.82 2.46
C 4.08 -4.72 0.48
N 3.24 -3.58 0.85
C 2.38 -2.92 0.06
N 1.83 -1.97 0.77
N 2.38 -2.04 1.99
N 3.22 -3.00 2.06
H 3.98 -6.80 3.27
H 2.81 -6.67 1.96
H 3.02 -5.33 3.08
H 5.13 -6.38 1.14
H 5.30 -3.98 3.02
H 6.51 -4.43 1.81
H 6.18 -5.51 3.16
H 3.46 -5.36 -0.14
H 4.90 -4.34 -0.14
H 2.20 -3.09 -0.99
S -2.14 -2.32 3.06
C -1.35 -1.62 1.88
*
```

As for the relative energy (zero: lowest compared OMol25 entry of this formula, charge and spin): 0.749 eV. The LUMO energy (spin up / spin down) comes out at 2.27 / 2.27 eV. For the HOMO energy (spin up / spin down), the calculation gives -1.9 / -3.1 eV.

---

5.
Here is one molecule with the formula C3H8N2S2 in a non-equilibrium geometry from the OMol25 dataset. Energies are from wB97M-V/def2-TZVPD.

```
! wB97M-V def2-TZVPD RIJCOSX def2/J DEFGRID3
* xyz 0 1
C -1.81 1.76 0.46
N -0.86 0.91 -0.22
C -0.40 -0.22 0.27
S -1.13 -1.01 1.57
N 0.81 -0.65 -0.30
C 1.37 -2.00 -0.11
S 1.60 0.24 -1.53
H -1.43 2.04 1.45
H -1.91 2.60 -0.17
H -2.76 1.32 0.66
H -0.55 1.22 -1.14
H 2.37 -1.91 0.35
H 1.45 -2.45 -1.11
H 0.72 -2.58 0.58
H 2.55 0.72 -0.75
*
```

Its SMILES is CNC(=S)N(C)S. As for the relative energy (zero: lowest compared OMol25 entry of this formula, charge and spin): 0.814 eV. The LUMO energy comes out at 0.48 eV. For the HOMO energy, the calculation gives -8.2 eV.

---

6.
Here is a 8-piece molecular cluster, C4H24O7 overall in a non-equilibrium geometry from the OMol25 dataset. Energies are from wB97M-V/def2-TZVPD.

```
! wB97M-V def2-TZVPD RIJCOSX def2/J DEFGRID3
* xyz 1 2
C -3.80 0.83 1.21
C -1.36 -2.08 1.90
C -1.76 -0.71 1.55
C -3.36 -0.41 1.96
H -3.07 1.60 0.96
H -4.46 1.31 1.96
H -4.37 0.50 0.34
H -0.27 -2.23 2.05
H -1.68 -2.80 1.15
H -1.67 -2.34 2.93
H -1.58 -0.49 0.50
H -1.21 0.07 2.10
H -3.87 -1.28 1.55
H -3.36 -0.34 3.04
H 0.93 2.21 -2.48
H -0.54 2.60 -2.71
O 0.18 2.09 -3.10
H 3.54 0.14 1.31
H 3.99 -1.24 1.88
O 3.30 -0.78 1.40
H 1.91 1.52 -0.82
H 2.99 1.23 -1.85
O 2.45 1.95 -1.51
H 2.01 -3.17 -1.32
H 3.11 -2.42 -0.59
O 2.88 -2.78 -1.45
H -0.30 -0.03 -3.10
H -0.30 -1.60 -3.47
O -0.11 -0.93 -2.82
H 0.31 -0.16 -1.25
H 0.30 0.09 0.34
O 0.39 0.48 -0.53
H -0.88 2.37 1.56
H 0.43 1.82 1.68
O -0.28 2.09 2.27
*
```

The LUMO energy (spin up / spin down) comes out at -2.92 / -9.89 eV. For the HOMO energy (spin up / spin down), the calculation gives -13.6 / -13.6 eV.